Here is a 2-piece molecular cluster, C3H9N3OS overall from OMol25. Energies are from the ωB97M-V functional and the def2-TZVPD basis.

XYZ file:
```
17
C3H9N3OS (the ωB97M-V functional and the def2-TZVPD basis)
C 2.5080 -0.3611 -1.1898
C 1.7770 -0.5495 0.0681
C 0.2734 -0.1814 -0.1497
H 2.7964 0.8058 -1.3683
H 2.1770 -0.8833 -2.0998
H 3.4918 -0.8897 -0.9474
H 1.7393 -1.5943 0.4858
H 2.0709 -0.2387 2.1791
H 2.2595 1.1468 1.5315
H 0.7976 2.0032 -0.2231
H -1.9363 2.6288 -0.6898
H -2.8765 0.0019 -1.1326
N 2.4290 0.0262 1.3137
N -0.0226 1.1899 -0.5363
N -0.7172 -0.9299 0.1602
O -1.2945 1.8759 0.2649
S -2.4587 -0.8399 0.0757
```

Calculated values
orbital gap = 7.91 eV
relative energy (zero: lowest compared OMol25 entry of this formula, charge and spin) = 739.95 kJ/mol
LUMO = -0.221 eV
E = -20602.45310 eV
E_HOMO = -8.1 eV
molar mass = 135.192 g/mol